Molecular formula: C5H12O
Method: DFT, ωB97M-V with the def2-TZVPD basis set

Geometry as XYZ:
```
18
C5H12O, DFT ωB97M-V with the def2-TZVPD basis set
H 1.66156 -0.52952 -1.43738
C 0.50225 -1.12862 0.31463
H 0.34698 -0.73044 1.32697
H 2.52516 2.31684 -1.30699
H 1.19048 2.32358 -0.59136
C 1.23807 -0.07923 -0.53092
H 2.00746 0.51438 -0.03075
H 0.90778 -2.14175 0.38445
C -0.15753 0.53720 -0.83879
H -2.26284 -2.07913 0.35076
O 2.01049 2.82400 -0.66868
H -2.19577 -0.43116 1.00015
C -2.11261 -1.02711 0.08316
H -0.47315 1.24179 -0.05438
C -0.74659 -0.86101 -0.54630
H -2.91802 -0.73114 -0.59764
H -0.35412 0.98768 -1.81895
H -0.67450 -1.45304 -1.46847
```

Gap between HOMO and LUMO, eV: 11.849
Highest occupied orbital energy, Ha: -0.398
Multiplicity: 1
E, Eh: -272.912490
Strongest force on any atom, eV Å⁻¹: 0.253
LUMO level, eV: 1.01
Relative energy (zero: lowest compared OMol25 entry of this formula, charge and spin), kJ/mol: 95.0
SMILES string: CC1CCC1.O
M, g mol⁻¹: 88.15

Atom charges from the Mulliken analysis, given in e for atoms 1 to 8:
1. H 0.167
2. C -0.731
3. H 0.260
4. H 0.322
5. H 0.378
6. C -0.584
7. H 0.569
8. H 0.319